Entry 1:
{
  "formula": "H24O12",
  "method": "ωB97M-V/def2-TZVPD",
  "elements": ["O", "H", "H", "O", "H", "H", "O", "H", "H", "O", "H", "H", "O", "H", "H", "O", "H", "H", "O", "H", "H", "O", "H", "H", "O", "H", "H", "O", "H", "H", "O", "H", "H", "O", "H", "H"],
  "positions_angstrom": [[2.53976, 1.17934, 1.28979], [2.53925, 2.19027, 1.19627], [2.15852, 0.77241, 2.13308], [0.07878, 2.78371, -1.59050], [0.96822, 2.80367, -1.62331], [-0.22583, 1.90902, -1.91062], [2.60268, 2.14181, -1.75998], [2.33695, 1.17643, -1.52240], [2.88551, 2.23864, -2.66847], [1.66213, -0.80640, -1.42865], [2.37095, -1.43371, -1.45433], [1.07548, -0.73866, -2.23663], [-0.17885, -0.58627, 0.47402], [0.24501, -0.29859, -0.35221], [0.38114, 0.07673, 0.77082], [-0.46419, 0.39912, -2.95309], [0.11034, -0.11259, -3.68148], [-1.22361, -0.02943, -2.91722], [-0.22261, -2.18378, 2.79111], [0.65229, -2.10503, 3.24957], [-0.00547, -2.10453, 1.90172], [-2.32216, -1.38829, -2.05386], [-3.11875, -1.42331, -2.48560], [-2.38662, -1.42265, -1.17410], [-3.38288, -0.70586, -0.18966], [-3.77473, -1.47349, 0.26012], [-2.67137, -0.35197, 0.33154], [-1.77106, 2.03545, 1.48940], [-1.61801, 1.58332, 2.38540], [-2.66436, 2.39639, 1.75514], [-1.29516, 0.40377, 3.54628], [-0.34994, 0.54993, 3.85140], [-1.16712, -0.31390, 2.88909], [1.82610, -2.70388, 0.60417], [1.58964, -1.70240, 0.32912], [2.81996, -2.75529, 0.75408]],
  "atomic_forces_ev_per_a": [[-0.5, 0.3, 0.6], [-0.5, -2.4, 0.9], [0.8, 2.0, -1.6], [-5.7, -0.3, 0.2], [4.7, -0.1, -0.3], [0.5, 1.0, 0.1], [-0.1, -1.9, 1.3], [0.9, 2.2, -1.0], [0.0, -0.5, -0.2], [-1.1, 1.6, -1.0], [0.3, -0.7, -0.7], [1.1, -0.6, 1.3], [-0.7, -0.9, -1.5], [-1.1, -1.4, -1.8], [1.4, 2.7, 3.5], [8.3, 1.3, -3.0], [-2.3, 2.0, 2.1], [-6.0, -3.7, 0.6], [0.5, 0.1, 3.5], [-1.2, -0.3, -0.6], [0.7, 0.0, -2.9], [5.2, -0.5, -6.5], [-3.0, -0.1, -0.9], [-1.0, -0.1, 4.7], [-2.0, -0.2, 1.4], [0.3, 0.6, 0.3], [0.5, 0.5, 0.9], [-1.8, -0.1, 2.3], [0.4, 0.4, -1.5], [1.2, -0.2, -1.1], [2.0, -0.1, 0.3], [-1.8, -0.2, -0.3], [-0.1, 0.0, 0.6], [1.2, 2.8, -0.5], [0.8, -3.4, 1.0], [-1.9, 0.3, -0.3]],
  "e_homo_ev": -9.90,
  "charge": 0,
  "multiplicity": 1,
  "molar_mass_g_mol": 216.2,
  "de_lowest_kj_mol": 457.1,
  "homo_lumo_gap_ev": 9.73,
  "smiles": "O.O.O.O.O.O.O.O.O.O.O.O"
}

=====

Entry 2:
{
  "formula": "F2HNS",
  "method": "ωB97M-V/def2-TZVPD",
  "elements": ["N", "F", "F", "S", "H"],
  "positions_angstrom": [[-0.18697, 0.63242, -0.07944], [-0.63511, -0.13425, -1.25834], [-0.36268, -1.33561, 1.66890], [-0.79619, 0.25216, 1.25340], [1.98096, 0.58527, -1.58453]],
  "atomic_forces_ev_per_a": [[-0.7, -0.1, -1.6], [0.5, 0.4, 1.2], [-0.7, 1.3, -0.4], [0.8, -1.6, 0.7], [0.0, 0.0, 0.0]],
  "e_homo_ev": [-10.71, -10.79],
  "charge": 0,
  "multiplicity": 1,
  "molar_mass_g_mol": 85.1,
  "de_lowest_kj_mol": 539.1,
  "homo_lumo_gap_ev": [10.79, 7.81]
}

=====

Entry 3:
{
  "formula": "C30H60F3O18P",
  "method": "ωB97M-V/def2-TZVPD",
  "elements": ["C", "C", "O", "C", "C", "O", "C", "C", "O", "C", "O", "P", "O", "O", "O", "C", "C", "O", "C", "F", "F", "F", "H", "H", "H", "H", "H", "H", "H", "H", "H", "H", "H", "H", "H", "H", "H", "H", "H", "H", "H", "H", "C", "C", "O", "C", "C", "O", "H", "H", "H", "H", "H", "H", "H", "H", "C", "C", "O", "C", "C", "O", "H", "H", "H", "H", "H", "H", "H", "H", "C", "C", "O", "C", "C", "O", "H", "H", "H", "H", "H", "H", "H", "H", "C", "C", "O", "C", "C", "O", "H", "H", "H", "H", "H", "H", "H", "H", "C", "C", "O", "C", "C", "O", "H", "H", "H", "H", "H", "H", "H", "H"],
  "positions_angstrom": [[-2.15745, 4.37537, -9.88167], [-0.94952, 4.89251, -9.08735], [-0.17229, 3.87071, -8.51361], [-0.81495, 3.27269, -7.40328], [-0.12046, 1.93813, -7.10240], [0.51475, 1.86210, -5.84471], [1.82243, 2.43350, -5.83698], [1.80738, 3.73705, -5.04947], [2.28747, 3.56738, -3.71437], [1.42232, 4.21577, -2.84310], [2.02733, 4.23484, -1.53121], [1.31183, 5.33418, -0.62106], [1.90671, 6.62922, -0.81723], [-0.21879, 5.38703, -1.06732], [1.34435, 4.83125, 0.88689], [0.63010, 3.57108, 1.04411], [-0.58233, 3.70612, 1.94431], [-1.71875, 4.22667, 1.30601], [-0.96634, 2.28389, 2.45142], [-2.25402, 2.25305, 2.69379], [-0.32739, 1.95978, 3.54460], [-0.74171, 1.38945, 1.50647], [-3.07210, 4.41012, -9.30313], [-2.00235, 3.36430, -10.24166], [-2.28247, 5.00950, -10.75447], [-1.29298, 5.61941, -8.34663], [-0.31205, 5.42874, -9.78252], [-0.78462, 3.97555, -6.56705], [-1.86873, 3.06206, -7.59121], [-0.86927, 1.15253, -7.11009], [0.55433, 1.73244, -7.93390], [2.51064, 1.70776, -5.41300], [2.16221, 2.64913, -6.84756], [2.31845, 4.54652, -5.56987], [0.76604, 4.03916, -4.99039], [1.29273, 5.24868, -3.16547], [0.47582, 3.67702, -2.78100], [-0.64529, 6.12819, -0.61824], [0.38368, 3.12005, 0.09011], [1.32060, 2.89393, 1.53597], [-0.33329, 4.33623, 2.79685], [-1.90027, 5.12245, 1.60290], [-0.33559, -2.44642, 2.28466], [-0.91104, -2.06477, 0.93824], [-0.63209, -3.06389, -0.04403], [-1.40692, -4.14672, -0.25553], [-2.44791, -4.51329, 0.77745], [-1.20366, -4.83192, -1.21877], [-0.78802, -3.36041, 2.67026], [-0.49885, -1.64901, 3.01147], [0.73633, -2.63124, 2.19971], [-1.97945, -1.85080, 0.98670], [-0.42890, -1.15439, 0.58332], [-2.00099, -5.18010, 1.51374], [-3.25642, -5.03604, 0.27211], [-2.89037, -3.65763, 1.28304], [4.70022, -0.66828, 4.83766], [5.08698, 0.78742, 4.99903], [4.57370, 1.59035, 3.93278], [3.34898, 2.13952, 3.93623], [2.32832, 1.66437, 4.94246], [3.06252, 2.94503, 3.09186], [3.61863, -0.80324, 4.88042], [5.15496, -1.27314, 5.62275], [5.03269, -1.04226, 3.86943], [4.78989, 1.19171, 5.96769], [6.16961, 0.88548, 4.94099], [1.77316, 0.83146, 4.51414], [1.64157, 2.48270, 5.13993], [2.75017, 1.37111, 5.90122], [1.61925, -3.06281, -2.97844], [2.44946, -2.37940, -1.91330], [3.40653, -3.27474, -1.33514], [4.63272, -3.48730, -1.84476], [4.93378, -3.01863, -3.25056], [5.43794, -4.10467, -1.20308], [2.23593, -3.39297, -3.81584], [0.85382, -2.38569, -3.35863], [1.13147, -3.94656, -2.56747], [2.93619, -1.47360, -2.27930], [1.79993, -2.07395, -1.09420], [4.68489, -3.81500, -3.95048], [5.99867, -2.80953, -3.31721], [4.41349, -2.10657, -3.53355], [1.97014, -4.93655, 6.25760], [0.75895, -4.10539, 6.62667], [-0.27863, -4.22263, 5.65002], [-1.21500, -5.19074, 5.65427], [-1.01235, -6.40497, 6.53028], [-2.15054, -5.10031, 4.90804], [1.73296, -6.00006, 6.22766], [2.77318, -4.78279, 6.97897], [2.33054, -4.65982, 5.26664], [0.38266, -4.33916, 7.62358], [1.03106, -3.05070, 6.63642], [-0.46788, -7.16159, 5.96691], [-1.99034, -6.79830, 6.79585], [-0.49124, -6.19626, 7.46199], [-4.44690, -0.40731, 1.38771], [-5.64232, 0.42999, 1.78969], [-6.70723, 0.31827, 0.84371], [-7.64510, -0.65082, 0.88517], [-7.41198, -1.85906, 1.76489], [-8.60529, -0.56862, 0.17337], [-4.69012, -1.47096, 1.36369], [-3.62361, -0.25563, 2.08737], [-4.11262, -0.13264, 0.38655], [-5.99076, 0.19785, 2.79709], [-5.36390, 1.48280, 1.79218], [-6.88692, -2.62066, 1.18975], [-8.38037, -2.25004, 2.06653], [-6.85973, -1.64356, 2.67692]],
  "atomic_forces_ev_per_a": [[0.2, 0.3, 0.1], [-0.4, 0.1, -0.7], [-0.1, 0.0, 0.1], [0.2, -0.2, 0.0], [-0.5, 0.1, 0.1], [0.5, -0.2, -0.3], [-0.2, 0.4, 0.1], [-0.2, -0.2, 0.2], [0.2, -0.1, 0.0], [0.6, -0.1, 0.0], [-1.4, -0.5, -0.1], [0.8, 0.8, 0.0], [0.8, 1.6, 0.4], [-0.3, -0.9, 0.0], [-0.8, -0.9, -0.8], [0.6, -0.1, 0.8], [0.0, 0.0, 0.1], [-0.1, 0.2, -0.5], [-0.3, 2.3, -1.1], [-1.4, -0.3, 0.7], [0.9, -0.6, 1.1], [0.5, -1.2, -0.7], [-0.2, -0.1, 0.1], [0.1, -0.2, 0.0], [-0.2, 0.1, -0.1], [0.1, 0.0, 0.3], [0.4, 0.0, 0.1], [0.1, -0.1, 0.3], [-0.1, 0.1, -0.3], [-0.1, -0.2, 0.1], [0.2, 0.0, 0.0], [0.1, 0.0, 0.3], [-0.1, -0.1, -0.2], [0.5, 0.0, 0.1], [-0.3, 0.0, -0.2], [-0.2, 0.2, 0.0], [-0.2, 0.1, 0.0], [0.0, 0.0, -0.2], [-0.3, 0.1, -0.2], [0.3, 0.0, 0.1], [0.2, -0.2, 0.2], [0.1, -0.1, 0.1], [0.0, -0.2, 0.1], [0.1, 0.1, 0.3], [0.2, 0.2, -0.5], [-0.2, -0.2, 0.3], [-0.4, 0.3, -0.2], [0.1, 0.1, -0.1], [-0.1, 0.1, 0.1], [0.0, 0.0, 0.0], [0.0, 0.1, -0.1], [0.0, -0.1, 0.0], [0.0, -0.1, -0.2], [0.0, 0.0, 0.0], [0.1, -0.2, 0.0], [0.2, 0.0, 0.2], [-0.2, 0.0, -0.1], [0.0, -0.3, 0.1], [0.3, 0.3, -0.1], [-0.3, -0.2, 0.1], [0.1, 0.3, 0.4], [0.1, 0.0, -0.1], [0.0, 0.0, 0.1], [0.0, 0.0, 0.0], [0.1, 0.0, 0.0], [-0.1, 0.0, 0.0], [0.0, 0.1, -0.1], [0.0, 0.0, 0.0], [-0.1, 0.0, -0.2], [0.0, -0.2, -0.1], [0.1, -0.2, -0.1], [-0.2, 0.0, -0.3], [0.0, 0.1, 0.4], [0.0, -0.1, -0.3], [0.2, 0.4, 0.1], [-0.1, 0.0, 0.1], [0.0, 0.1, 0.0], [0.0, 0.0, 0.0], [-0.1, 0.1, 0.1], [0.1, -0.1, 0.0], [0.1, -0.1, 0.1], [0.0, 0.0, 0.0], [0.0, -0.2, 0.0], [-0.2, -0.1, -0.1], [0.0, -0.1, -0.1], [0.2, -0.2, 0.1], [-0.2, 0.4, -0.1], [0.1, -0.4, 0.0], [-0.2, 0.2, 0.4], [0.0, 0.2, -0.1], [0.0, 0.0, 0.1], [0.0, 0.0, 0.0], [0.0, 0.1, 0.0], [0.0, -0.1, 0.0], [-0.1, 0.0, -0.1], [0.0, 0.0, 0.0], [0.0, -0.1, -0.2], [0.2, 0.0, -0.1], [0.0, -0.2, -0.1], [0.2, -0.1, 0.1], [-0.2, 0.3, -0.1], [0.1, -0.4, 0.0], [-0.2, 0.2, 0.4], [0.0, 0.1, -0.1], [0.0, 0.0, 0.1], [0.0, 0.0, 0.0], [0.0, 0.1, 0.0], [0.0, -0.1, 0.0], [-0.1, 0.0, -0.1], [0.0, 0.0, 0.0], [0.0, -0.1, -0.2], [0.2, 0.0, -0.1]],
  "e_homo_ev": -9.77,
  "charge": 0,
  "multiplicity": 1,
  "molar_mass_g_mol": 796.8,
  "homo_lumo_gap_ev": 9.90,
  "smiles": "CCOCCOCCOCO[P@@](=O)(O)OC[C@@H](O)C(F)(F)F.CCOC(C)=O.CCOC(C)=O.CCOC(C)=O.CCOC(C)=O.CCOC(C)=O"
}

=====

Entry 4:
{
  "formula": "C3H9N3O2",
  "method": "ωB97M-V/def2-TZVPD",
  "elements": ["C", "C", "N", "N", "H", "H", "H", "H", "H", "H", "H", "N", "C", "O", "O", "H", "H"],
  "positions_angstrom": [[1.47327, -1.17254, 0.80087], [0.64365, -1.14596, -0.25805], [1.01587, -0.73621, -1.63246], [0.95455, -1.10491, 2.13329], [2.53084, -1.23502, 0.68591], [-0.41577, -1.16227, -0.08143], [0.41388, 0.10997, -1.75672], [2.00505, -0.54901, -1.67371], [0.78298, -1.44927, -2.34209], [0.20775, -0.38058, 2.06327], [1.67718, -0.78915, 2.81095], [-2.29636, 0.60536, -0.25962], [-0.90958, 1.08659, -0.17677], [-0.38952, 1.25834, -1.34426], [-0.43853, 1.21383, 0.97380], [-2.87685, 0.88431, 0.51857], [-2.66313, 0.83558, -1.14582]],
  "atomic_forces_ev_per_a": [[-0.3, 0.0, 3.5], [-0.9, 0.9, -1.1], [0.7, -3.2, 1.5], [1.5, 1.7, -3.2], [0.7, -0.1, 0.0], [-0.4, -0.3, -0.3], [-0.9, 2.2, -0.1], [0.5, 0.4, -0.3], [0.0, 0.2, 0.3], [-0.2, -0.8, 0.6], [-0.6, -0.8, -0.5], [2.7, 0.6, 1.3], [-3.5, -0.2, -2.3], [0.1, -0.1, 1.9], [1.2, -0.5, -0.5], [0.0, -0.1, 0.0], [-0.6, 0.3, -1.0]],
  "e_homo_ev": [-14.01, -13.44],
  "charge": 1,
  "multiplicity": 2,
  "molar_mass_g_mol": 119.1,
  "de_lowest_kj_mol": 177.8,
  "homo_lumo_gap_ev": [9.82, 4.82]
}

=====

Entry 5:
{
  "formula": "C2H9N3O",
  "method": "ωB97M-V/def2-TZVPD",
  "elements": ["N", "C", "N", "O", "H", "H", "H", "H", "C", "N", "H", "H", "H", "H", "H"],
  "positions_angstrom": [[0.85483, -0.51835, -1.54019], [0.27294, -1.22252, -0.37816], [-1.12468, -1.26844, -0.43319], [0.93085, -2.03908, 0.24128], [1.72653, -0.92570, -1.84431], [0.24053, -0.33203, -2.31866], [-1.51009, -1.65242, 0.41711], [-1.60078, -0.41968, -0.69682], [-0.44312, 1.49372, 1.13830], [0.63087, 0.66100, 0.63489], [-0.09097, 2.28258, 1.82040], [-1.17829, 0.88001, 1.66520], [-0.95270, 1.98723, 0.30730], [1.09014, 0.87021, -0.38636], [1.15394, 0.20346, 1.37321]],
  "atomic_forces_ev_per_a": [[-0.2, -0.6, 0.3], [0.3, -0.8, -2.2], [0.2, 0.1, 0.3], [-0.2, 0.7, 0.1], [-0.1, -0.3, 0.1], [-0.2, -0.3, 0.1], [0.0, -0.1, 0.0], [0.1, 0.1, 0.0], [0.5, 0.3, -0.1], [0.6, 1.1, -1.7], [-0.2, -0.1, -0.1], [0.0, 0.0, 0.1], [0.0, 0.0, 0.0], [-1.2, -0.5, 3.9], [0.4, 0.4, -0.6]],
  "e_homo_ev": -8.67,
  "charge": 0,
  "multiplicity": 1,
  "molar_mass_g_mol": 91.1,
  "de_lowest_kj_mol": 125.8,
  "homo_lumo_gap_ev": 9.48,
  "smiles": "NC(N)=O.CN"
}

=====

Entry 6:
{
  "formula": "BrMg",
  "method": "ωB97M-V/def2-TZVPD",
  "elements": ["Mg", "Br"],
  "positions_angstrom": [[-0.46602, 0.14584, -1.01568], [0.46602, -0.14584, 1.01568]],
  "atomic_forces_ev_per_a": [[-0.6, 0.2, -1.2], [0.6, -0.2, 1.2]],
  "e_homo_ev": [-7.16, -10.26],
  "charge": 0,
  "multiplicity": 2,
  "molar_mass_g_mol": 104.2,
  "de_lowest_kj_mol": 7.2,
  "homo_lumo_gap_ev": [7.32, 8.94]
}